[1]
A 7-piece molecular cluster, C28H70O14 overall at a distorted geometry, computed with the ωB97M-V functional and the def2-TZVPD basis.

Atoms and positions in Å:
C: -3.435 3.488 -6.015
O: -3.006 4.369 -4.979
C: -2.055 3.872 -4.059
C: -0.942 3.046 -4.717
O: -0.233 2.448 -3.663
C: 0.903 1.695 -3.984
H: -3.690 2.495 -5.644
H: -2.694 3.511 -6.814
H: -4.334 3.968 -6.397
H: -2.576 3.265 -3.310
H: -1.658 4.734 -3.524
H: -0.314 3.679 -5.355
H: -1.362 2.246 -5.338
H: 1.057 1.008 -3.156
H: 1.801 2.299 -4.159
H: 0.778 1.118 -4.909
C: 3.088 -0.505 -0.227
O: 3.502 -0.538 1.114
C: 4.882 -0.715 1.319
C: 5.876 0.156 0.535
O: 5.562 1.521 0.603
C: 6.720 2.321 0.758
H: 3.518 0.300 -0.829
H: 2.004 -0.401 -0.268
H: 3.298 -1.451 -0.743
H: 5.240 -1.740 1.137
H: 4.939 -0.511 2.390
H: 6.005 -0.152 -0.508
H: 6.801 -0.179 1.028
H: 6.418 3.367 0.778
H: 7.384 2.220 -0.108
H: 7.269 2.059 1.664
C: 0.316 -3.279 4.747
O: 1.227 -3.691 3.766
C: 1.388 -5.075 3.541
C: 2.690 -5.301 2.786
O: 2.922 -6.689 2.869
C: 4.258 -7.090 2.681
H: 0.229 -2.201 4.628
H: 0.628 -3.499 5.771
H: -0.705 -3.642 4.579
H: 0.579 -5.463 2.914
H: 1.406 -5.604 4.497
H: 3.480 -4.648 3.172
H: 2.549 -5.045 1.730
H: 4.882 -6.461 3.327
H: 4.627 -6.957 1.657
H: 4.390 -8.134 2.952
C: -0.779 -2.022 1.077
O: -1.692 -1.293 0.300
C: -1.205 -0.001 -0.028
C: -2.362 0.824 -0.562
O: -2.657 0.477 -1.909
C: -3.879 0.984 -2.359
H: 0.251 -1.964 0.714
H: -1.046 -3.079 1.064
H: -0.798 -1.733 2.134
H: -0.443 -0.175 -0.794
H: -0.798 0.497 0.858
H: -2.052 1.865 -0.700
H: -3.168 0.751 0.171
H: -3.897 1.060 -3.445
H: -3.990 2.004 -1.955
H: -4.742 0.435 -1.965
C: 2.330 -0.707 8.448
O: 1.374 0.282 8.753
C: 1.439 1.372 7.860
C: 0.668 1.212 6.568
O: 1.398 0.372 5.696
C: 1.131 0.319 4.322
H: 2.269 -1.466 9.235
H: 3.359 -0.340 8.481
H: 2.137 -1.273 7.534
H: 2.472 1.681 7.663
H: 1.008 2.256 8.341
H: 0.557 2.250 6.228
H: -0.335 0.809 6.714
H: 0.162 -0.128 4.093
H: 1.943 -0.255 3.872
H: 1.246 1.279 3.802
C: -3.094 2.962 2.690
O: -3.504 3.391 1.420
C: -3.780 4.755 1.244
C: -2.515 5.516 0.799
O: -2.760 6.898 0.860
C: -1.604 7.700 0.890
H: -2.008 2.983 2.792
H: -3.483 1.964 2.896
H: -3.554 3.557 3.490
H: -4.211 5.158 2.165
H: -4.510 4.861 0.443
H: -2.327 5.249 -0.250
H: -1.624 5.265 1.386
H: -0.877 7.267 0.185
H: -1.070 7.639 1.845
H: -1.834 8.709 0.571
C: -3.162 -1.703 -5.261
O: -2.468 -2.704 -6.009
C: -2.922 -2.796 -7.353
C: -2.349 -4.074 -7.956
O: -2.900 -5.183 -7.323
C: -2.291 -6.404 -7.634
H: -2.510 -1.704 -4.382
H: -4.193 -1.953 -5.015
H: -3.043 -0.682 -5.637
H: -2.638 -1.932 -7.960
H: -4.011 -2.924 -7.313
H: -1.267 -4.057 -7.758
H: -2.473 -3.944 -9.041
H: -1.209 -6.418 -7.500
H: -2.537 -6.706 -8.663
H: -2.778 -7.197 -7.066

SMILES: COCCOC.COCCOC.COCCOC.COCCOC.COCCOC.COCCOC.COCCOC
Energy above the lowest of the compared OMol25 structures with the same formula, charge and spin (eV): 6.313
Lowest unoccupied orbital energy (eV): 0.61

Atomic partial charges in e from the Mulliken method, atoms 1 to 6:
1. C -0.520
2. O -0.430
3. C 0.163
4. C -0.314
5. O -0.181
6. C -0.700



[2]
C28H72F2HgN5O16S2 as an isolated structure at a distorted geometry, computed with the ωB97M-V functional and the def2-TZVPD basis.

Atoms and positions in Å:
Hg: 38.042 -10.478 4.191
N: 38.863 -7.315 3.078
S: 40.095 -6.537 2.693
O: 40.527 -5.493 3.574
O: 40.494 -6.418 1.296
F: 41.002 -7.824 3.047
S: 37.823 -6.237 2.252
O: 37.455 -6.598 0.888
O: 37.795 -4.818 2.624
F: 36.546 -6.757 3.120
C: 34.594 1.122 1.835
C: 33.190 0.960 2.498
O: 33.223 0.380 3.771
O: 35.243 -0.060 1.405
H: 35.233 1.684 2.516
H: 34.345 1.776 0.999
H: 32.399 0.516 1.893
H: 32.855 1.975 2.708
H: 32.323 0.350 4.104
H: 35.290 -0.558 2.224
C: 39.063 -3.098 -3.360
C: 38.165 -2.481 -2.269
O: 37.876 -1.120 -2.534
O: 38.441 -3.629 -4.568
H: 39.414 -4.000 -2.858
H: 39.818 -2.346 -3.590
H: 38.537 -2.526 -1.245
H: 37.207 -2.998 -2.299
H: 37.410 -0.841 -1.742
H: 38.124 -2.844 -5.021
C: 45.039 -9.350 7.022
O: 43.768 -9.856 7.173
C: 43.420 -10.962 6.359
C: 41.993 -11.426 6.731
N: 40.934 -10.454 6.574
C: 40.260 -10.432 7.834
C: 39.307 -9.297 7.883
O: 38.125 -9.483 7.066
C: 37.206 -8.413 7.361
H: 45.257 -8.926 6.042
H: 45.823 -10.089 7.186
H: 45.150 -8.514 7.712
H: 44.218 -11.701 6.284
H: 43.400 -10.622 5.324
H: 42.073 -11.809 7.749
H: 41.784 -12.293 6.105
H: 41.495 -9.623 6.457
H: 40.914 -10.310 8.697
H: 39.747 -11.394 7.827
H: 39.784 -8.430 7.425
H: 39.145 -9.053 8.933
H: 36.869 -8.353 8.396
H: 36.293 -8.518 6.775
H: 37.702 -7.460 7.175
C: 52.707 2.546 7.922
O: 51.730 1.571 8.251
C: 52.157 0.213 8.322
C: 50.886 -0.686 8.349
N: 50.110 -0.662 7.111
C: 48.793 -1.258 7.169
C: 48.641 -2.596 8.016
O: 47.270 -2.958 8.120
C: 46.548 -3.284 6.948
H: 52.266 3.541 7.975
H: 53.063 2.320 6.917
H: 53.526 2.584 8.640
H: 52.898 0.009 9.095
H: 52.642 -0.001 7.370
H: 50.289 -0.250 9.150
H: 51.040 -1.698 8.725
H: 50.656 -1.075 6.368
H: 48.500 -1.226 6.120
H: 48.176 -0.486 7.629
H: 48.994 -2.679 9.044
H: 49.232 -3.326 7.463
H: 46.635 -4.326 6.641
H: 46.784 -2.643 6.099
H: 45.511 -3.045 7.185
C: 39.814 -5.630 11.929
O: 39.135 -5.169 10.743
C: 39.713 -4.059 10.017
C: 38.756 -3.595 8.930
N: 37.516 -3.196 9.595
C: 36.497 -2.866 8.607
C: 35.012 -2.862 9.167
O: 34.658 -4.161 9.620
C: 33.343 -4.231 10.136
H: 39.978 -4.840 12.662
H: 40.701 -6.118 11.525
H: 39.255 -6.379 12.489
H: 40.673 -4.335 9.580
H: 39.907 -3.327 10.802
H: 38.623 -4.480 8.308
H: 39.119 -2.796 8.283
H: 37.025 -3.902 10.126
H: 36.464 -3.575 7.780
H: 36.645 -1.859 8.216
H: 34.256 -2.621 8.420
H: 34.831 -2.111 9.936
H: 32.932 -5.203 9.862
H: 32.648 -3.497 9.729
H: 33.393 -4.115 11.219
C: 43.495 -11.287 -0.020
O: 42.140 -11.384 -0.418
C: 41.507 -12.611 -0.038
C: 40.774 -12.521 1.260
N: 39.602 -11.638 1.193
C: 38.526 -12.431 0.550
C: 37.394 -11.499 0.119
O: 36.783 -10.936 1.388
C: 35.413 -10.535 1.235
H: 44.172 -12.058 -0.387
H: 43.548 -11.324 1.068
H: 43.999 -10.346 -0.239
H: 42.200 -13.451 0.007
H: 40.754 -12.746 -0.814
H: 41.436 -12.129 2.033
H: 40.586 -13.567 1.500
H: 39.875 -10.905 0.555
H: 38.165 -13.134 1.301
H: 38.822 -13.133 -0.229
H: 36.649 -11.994 -0.504
H: 37.752 -10.693 -0.522
H: 35.004 -10.157 2.172
H: 34.835 -11.368 0.835
H: 35.343 -9.780 0.452

Energy above the lowest of the compared OMol25 structures with the same formula, charge and spin (eV): 7.120
Charge: +1
Lowest unoccupied orbital energy (eV): -8.91

Atomic partial charges in e from the Mulliken method, atoms 1 to 6:
1. Hg 0.986
2. N 0.041
3. S 0.875
4. O -0.526
5. O -0.552
6. F -0.290